(1)
The following is a quantum chemistry calculation of a 2-piece molecular cluster, C6H11N overall, from the Open Molecules 2025 dataset.

Calculated values
2S+1 = 1
Maximum force = 1.171 eV/A
E_LUMO (alpha / beta) = -1.067 / -1.035 eV
Total charge = 0
Kohn-Sham gap (alpha / beta) = 8.6 / 8.5 eV

Last column: natural (NBO) charge in e.
Element x y z (Å)
C 2.201 0.393 -0.096  -0.62
C 1.069 -0.629 -0.207  -0.38
C -0.335 -0.006 -0.062  -0.31
C -2.564 -1.561 0.773  -0.23
C -0.628 1.034 -1.152  -0.60
C -0.492 0.598 1.273  0.28
N -0.619 1.071 2.323  -0.33
H 2.167 1.122 -0.913  0.21
H 3.175 -0.106 -0.138  0.22
H 2.143 0.940 0.852  0.22
H 1.195 -1.408 0.553  0.22
H 1.104 -1.131 -1.181  0.21
H -2.017 -1.741 1.727  0.10
H -3.062 -0.587 0.990  0.10
H -1.081 -0.835 -0.168  0.25
H -1.650 1.415 -1.080  0.23
H 0.057 1.884 -1.071  0.22
H -0.496 0.576 -2.138  0.22

---

(2)
The following is a quantum chemistry calculation of C6H11N as an isolated structure, from the Open Molecules 2025 dataset.

Calculated values
2S+1 = 1
Maximum force = 7.484 eV/A
E_LUMO = 1.047 eV
Total charge = 0
Kohn-Sham gap = 9.5 eV

Last column: natural (NBO) charge in e.
Element x y z (Å)
C -0.880 1.443 0.528  -0.65
C -0.689 0.154 -0.457  -0.09
C 0.728 0.330 -1.062  -0.44
C 1.613 -0.133 0.063  -0.28
C -0.212 -1.032 0.076  -0.06
C -1.766 -1.154 -0.265  -0.36
H -1.144 1.340 1.663  0.21
H 0.110 1.956 0.454  0.21
H -1.617 2.408 0.149  0.23
H 0.695 -0.321 -1.945  0.22
H 1.239 1.217 -1.559  0.22
H 2.558 -0.850 -0.224  0.21
H 2.313 0.489 0.674  0.23
H 0.546 -0.715 1.973  0.38
H 0.410 -1.480 -0.922  0.18
H -2.449 -0.823 0.744  0.22
H -2.229 -1.837 -0.932  0.22
N 0.774 -0.992 1.041  -0.65

---

(3)
The following is a quantum chemistry calculation of one molecule with the formula C6H11N, from the Open Molecules 2025 dataset.

Calculated values
2S+1 = 1
Maximum force = 1.170 eV/A
E_LUMO = 0.936 eV
Structure (SMILES) = C=C/C=C(\C)NC
Total charge = 0
Kohn-Sham gap = 8.0 eV

Last column: natural (NBO) charge in e.
Element x y z (Å)
C -2.860 -0.238 1.870  -0.43
C -1.968 0.144 0.950  -0.19
C -0.616 -0.388 0.856  -0.38
C 0.281 -0.049 -0.100  0.26
C -0.139 0.414 -1.457  -0.66
N 1.628 -0.224 0.109  -0.60
C 2.652 -0.012 -0.871  -0.41
H -3.878 0.113 1.903  0.20
H -2.566 -0.973 2.607  0.18
H -2.276 0.951 0.299  0.19
H -0.222 -0.770 1.793  0.19
H -1.200 0.624 -1.471  0.23
H 0.040 -0.425 -2.135  0.23
H 0.461 1.217 -1.878  0.22
H 1.868 -0.532 1.033  0.39
H 2.634 1.008 -1.265  0.19
H 3.632 -0.233 -0.469  0.21
H 2.527 -0.627 -1.774  0.18

---

(4)
The following is a quantum chemistry calculation of one molecule with the formula C6H11N, from the Open Molecules 2025 dataset.

Calculated values
2S+1 = 1
Maximum force = 2.450 eV/A
E_LUMO = 0.771 eV
Structure (SMILES) = C=CC(=C)CCN
Total charge = 0
Kohn-Sham gap = 9.6 eV

Last column: natural (NBO) charge in e.
Element x y z (Å)
C 1.414 0.626 2.358  -0.36
C 1.426 0.320 1.063  -0.22
C 0.303 0.563 0.126  -0.03
C -0.760 1.307 0.380  -0.41
C 0.519 -0.223 -1.180  -0.45
C -0.818 -0.838 -1.668  -0.22
N -1.462 -1.687 -0.678  -0.83
H 2.216 0.257 2.976  0.20
H 0.556 1.099 2.795  0.19
H 2.350 -0.015 0.603  0.20
H -1.661 1.737 -0.032  0.22
H -0.794 1.668 1.403  0.18
H 1.032 0.444 -1.887  0.23
H 1.292 -0.989 -1.123  0.21
H -1.343 0.034 -2.083  0.17
H -0.659 -1.436 -2.586  0.18
H -2.463 -1.509 -0.696  0.36
H -1.148 -1.358 0.227  0.36

---

(5)
The following is a quantum chemistry calculation of C6H11N as an isolated structure, from the Open Molecules 2025 dataset.

Calculated values
2S+1 = 1
Maximum force = 0.474 eV/A
E_LUMO = 1.171 eV
Total charge = 0
Kohn-Sham gap = 10.0 eV

Last column: natural (NBO) charge in e.
Element x y z (Å)
C 0.928 -0.395 -1.765  -0.44
C 0.771 -0.009 1.977  -0.66
N 0.823 -0.672 -0.331  -0.47
C 0.646 0.333 0.512  0.27
C -1.175 -1.367 -0.335  -0.08
C -0.049 1.510 0.167  -0.63
C -1.973 -0.413 -0.226  -0.46
H -0.860 -2.379 -0.455  0.24
H 1.914 0.032 -1.969  0.20
H 0.166 0.275 -2.175  0.18
H 0.860 -1.341 -2.303  0.20
H -0.221 -0.203 2.398  0.22
H 1.214 0.814 2.540  0.22
H 1.378 -0.903 2.103  0.23
H 0.022 1.907 -0.838  0.23
H -0.185 2.269 0.931  0.22
H -3.027 -0.211 -0.251  0.25
H -1.232 0.753 0.022  0.26

---

(6)
The following is a quantum chemistry calculation of C6H11N as an isolated structure, from the Open Molecules 2025 dataset.

Calculated values
2S+1 = 1
Maximum force = 0.865 eV/A
E_LUMO = 0.605 eV
Total charge = 0
Kohn-Sham gap = 7.5 eV

Last column: natural (NBO) charge in e.
Element x y z (Å)
C 0.040 -1.936 1.291  -0.36
C -1.063 -1.211 0.755  -0.47
C 0.282 0.771 -0.387  -0.28
C -0.365 2.128 -0.241  -0.61
C 0.722 0.417 -1.794  -0.61
C 1.108 0.342 0.625  0.29
N 1.690 -0.223 1.487  -0.49
H 0.558 -2.642 0.646  0.24
H -1.261 -2.369 1.312  0.31
H 0.355 -1.824 2.316  0.27
H -1.583 -0.510 1.398  0.25
H -1.404 -1.350 -0.262  0.25
H -0.622 2.339 0.801  0.21
H 0.319 2.923 -0.580  0.20
H -1.273 2.206 -0.852  0.20
H 1.408 1.178 -2.202  0.20
H 1.250 -0.543 -1.829  0.21
H -0.134 0.364 -2.479  0.20

---

(7)
The following is a quantum chemistry calculation of C6H11N as an isolated structure, from the Open Molecules 2025 dataset.

Calculated values
2S+1 = 1
Maximum force = 2.829 eV/A
E_LUMO = 1.029 eV
Total charge = 0
Kohn-Sham gap = 8.6 eV

Last column: natural (NBO) charge in e.
Element x y z (Å)
C 0.569 1.096 -1.369  -0.61
C 1.520 -0.941 -0.213  -0.65
C 0.554 0.213 -0.130  -0.03
N -1.462 -1.434 0.304  -0.85
C 0.368 0.844 1.184  -0.18
C -1.369 -0.011 0.179  -0.03
C -0.987 0.839 1.302  -0.25
H -2.306 -1.837 -0.089  0.37
H -1.340 -1.778 1.250  0.37
H 1.140 1.144 1.891  0.20
H -2.127 0.370 -0.511  0.18
H -1.643 1.403 1.962  0.20
H -0.105 1.949 -1.272  0.21
H 0.278 0.528 -2.258  0.21
H 1.583 1.478 -1.550  0.19
H 1.015 -1.898 -0.019  0.23
H 1.989 -1.085 -1.192  0.21
H 2.321 -0.879 0.529  0.21

---

(8)
The following is a quantum chemistry calculation of a 2-piece molecular cluster, C6H11N overall, from the Open Molecules 2025 dataset.

Calculated values
2S+1 = 1
Maximum force = 4.071 eV/A
E_LUMO = 0.915 eV
Structure (SMILES) = CC=C(C)C.C#N
Total charge = 0
Kohn-Sham gap = 9.7 eV

Last column: natural (NBO) charge in e.
Element x y z (Å)
C 0.003 1.623 -1.087  -0.64
C -0.681 0.428 -0.451  -0.19
C -0.257 -0.426 0.491  0.00
C -1.159 -1.603 0.964  -0.65
C 1.023 -0.151 1.191  -0.65
H -0.201 2.528 -0.470  0.21
H -0.361 1.861 -2.073  0.22
H 0.995 1.528 -1.126  0.22
H -1.598 0.191 -1.017  0.18
H -1.134 -2.569 0.379  0.21
H -2.276 -1.226 0.820  0.23
H -0.918 -1.838 2.065  0.22
H 0.664 0.033 2.191  0.22
H 1.672 0.571 0.820  0.23
H 1.543 -1.132 1.179  0.21
C 1.060 -1.635 -1.928  0.10
N 1.886 -0.875 -1.985  -0.32
H 0.274 -2.251 -1.842  0.21